Below is a structure of composition C56H144O16 at a distorted geometry, with properties calculated with ωB97M-V/def2-TZVPD.

XYZ file:
```
216
Properties=species:S:1:pos:R:3
C -2.96372 3.07493 -6.80306
C -1.65614 3.22998 -6.19274
O -1.59991 3.97892 -4.94443
C -0.37096 3.98805 -4.28099
C -0.34941 4.96056 -3.11565
H -3.49090 2.21961 -6.38043
H -3.62426 3.92872 -6.65200
H -2.88828 2.81474 -7.85885
H -1.32484 2.20175 -6.04755
H -0.88489 3.67195 -6.82356
H -0.08642 3.00343 -3.90994
H 0.38844 4.23328 -5.02347
H 0.62212 4.92151 -2.62300
H -1.16207 4.84407 -2.39864
H -0.41954 5.99625 -3.44811
C -2.34823 -0.42583 -4.08939
C -1.18222 0.46529 -4.65211
O -0.02708 0.19931 -3.92011
C 1.00600 1.20945 -4.00695
C 2.05489 0.76389 -3.06823
H -2.53215 -0.15744 -3.04908
H -3.28551 -0.29030 -4.62905
H -2.03941 -1.45340 -4.28133
H -1.10947 0.26838 -5.72171
H -1.44509 1.51040 -4.48857
H 1.41305 1.28489 -5.01528
H 0.59466 2.17357 -3.70801
H 2.83915 1.51872 -3.01097
H 2.48825 -0.18290 -3.39050
H 1.72710 0.48291 -2.06737
C 0.11847 -1.29043 -1.89076
C -0.34674 -2.08846 -3.12852
O 0.52192 -3.22479 -3.18851
C -0.01352 -4.29202 -3.92277
C 0.95492 -5.48812 -3.99365
H 1.10007 -0.90481 -2.16618
H -0.60066 -0.55277 -1.53464
H 0.19719 -1.91993 -1.00440
H -1.37041 -2.42449 -2.96333
H -0.29837 -1.52505 -4.06037
H -0.95263 -4.63760 -3.49062
H -0.25968 -4.09358 -4.96590
H 1.97283 -5.36980 -4.36511
H 0.45999 -6.21412 -4.63868
H 1.02197 -5.82022 -2.95765
C 1.18107 3.78117 5.04790
C 0.09667 4.72919 4.71081
O -0.69295 4.18738 3.65690
C -1.91604 4.94100 3.50585
C -2.77186 4.12506 2.57993
H 1.82736 4.20663 5.81559
H 0.77421 2.81529 5.34732
H 1.77449 3.53489 4.16739
H -0.52385 4.81374 5.60293
H 0.48226 5.72823 4.50751
H -2.37658 5.11159 4.47894
H -1.64606 5.92626 3.12575
H -2.93678 3.09096 2.88248
H -2.37091 4.15856 1.56690
H -3.79553 4.49642 2.53206
C -1.48602 -1.75434 5.08316
C -0.43615 -0.97389 4.34907
O -0.02119 -1.76238 3.23165
C 1.02218 -1.19413 2.57890
C 1.47535 -2.29717 1.61786
H -1.78003 -1.25850 6.00825
H -2.39914 -1.89237 4.50413
H -1.15433 -2.75085 5.37475
H -0.77395 -0.01491 3.95617
H 0.34311 -0.76950 5.08330
H 0.67771 -0.33174 2.00818
H 1.90930 -0.96736 3.17024
H 2.24145 -1.95398 0.92259
H 0.67805 -2.78708 1.05893
H 1.94505 -3.05170 2.24886
C -2.77067 2.38310 -3.93478
C -4.08978 2.02808 -3.25001
O -4.78124 3.24042 -2.88920
C -6.12157 2.95426 -2.52246
C -6.86061 4.21800 -2.11535
H -2.99733 3.05112 -4.76573
H -2.08982 2.90049 -3.25886
H -2.18062 1.54112 -4.29672
H -4.63960 1.28231 -3.82415
H -3.88943 1.51333 -2.31034
H -6.66803 2.42756 -3.30481
H -6.08220 2.29465 -1.65559
H -6.82434 4.95288 -2.91954
H -6.45521 4.69879 -1.22507
H -7.92596 4.03383 -1.97677
C -2.49212 5.61871 -0.75900
C -3.47490 4.47467 -0.90564
O -3.54698 3.77404 0.36434
C -4.44807 2.60481 0.33592
C -4.43003 1.91397 1.69244
H -1.55594 5.17730 -0.41719
H -2.19420 6.05598 -1.71197
H -2.83032 6.43971 -0.12679
H -4.46636 4.79296 -1.22785
H -3.12507 3.84267 -1.72190
H -5.45927 2.88753 0.04322
H -3.98882 1.93277 -0.38903
H -5.20554 2.30169 2.35302
H -3.51710 2.08106 2.26403
H -4.53957 0.84064 1.53726
C 2.28720 6.16150 3.19156
C 0.99456 5.67212 2.52643
O 1.10421 5.73119 1.09062
C -0.06303 5.29354 0.44815
C 0.08644 5.47701 -1.04712
H 3.16779 5.61594 2.85246
H 2.53470 7.19745 2.95990
H 2.30669 6.12685 4.28084
H 0.83174 4.63387 2.81560
H 0.13464 6.25277 2.86029
H -0.12980 4.23142 0.68383
H -0.98527 5.82159 0.69053
H -0.81123 5.16382 -1.58022
H 0.92949 4.88931 -1.41044
H 0.26920 6.50835 -1.34885
C -3.83860 0.26310 4.35167
C -3.89319 -0.65705 3.09934
O -2.57104 -0.77825 2.63546
C -2.46365 -1.28712 1.35105
C -1.00647 -1.32785 0.84414
H -3.28776 -0.27114 5.12578
H -3.37402 1.22359 4.12868
H -4.85513 0.48214 4.67846
H -4.20985 -1.62586 3.48567
H -4.56068 -0.25753 2.33584
H -2.85096 -2.29474 1.20003
H -2.95965 -0.55203 0.71723
H -0.48516 -2.11515 1.38866
H -0.47288 -0.39034 1.00051
H -1.00322 -1.51206 -0.23018
C -6.32156 0.23795 -0.29191
C -4.80973 0.05696 -0.41943
O -4.53873 -0.70589 -1.59008
C -3.21613 -1.27236 -1.58293
C -2.97957 -2.20121 -2.80637
H -6.66954 0.63497 -1.24553
H -6.81304 -0.72376 -0.14475
H -6.57567 1.02133 0.42212
H -4.28486 0.99586 -0.59576
H -4.38153 -0.46382 0.43704
H -2.45352 -0.49736 -1.50615
H -3.06750 -1.88204 -0.69169
H -2.14958 -2.90442 -2.73766
H -2.75168 -1.66579 -3.72804
H -3.86664 -2.80482 -2.99833
C 1.24305 0.85267 3.72015
C 2.13306 1.29078 4.95048
O 2.82755 2.47401 4.55557
C 3.66649 3.03524 5.51167
C 4.36957 4.23698 4.80883
H 1.76405 0.46000 2.84695
H 0.45236 0.11843 3.87443
H 0.77812 1.76651 3.35027
H 1.50323 1.47902 5.81994
H 2.79236 0.47541 5.24815
H 3.18357 3.46835 6.38762
H 4.36067 2.23666 5.77336
H 4.93165 3.90596 3.93556
H 5.17796 4.66392 5.40241
H 3.62048 4.96167 4.48977
C -0.79504 1.57817 2.52929
C -1.10032 2.40125 1.29136
O -1.13740 1.55139 0.13292
C -1.04231 2.28891 -1.08856
C -1.15581 1.33740 -2.23688
H 0.06509 0.97014 2.24899
H -0.58656 2.16215 3.42574
H -1.66354 0.95566 2.74441
H -1.99349 3.00518 1.45138
H -0.27475 3.09309 1.12432
H -1.91027 2.94736 -1.12272
H -0.15468 2.92083 -1.11844
H -0.92629 1.93899 -3.11637
H -2.18788 0.98922 -2.27814
H -0.45486 0.50445 -2.18259
C 1.83468 3.02701 -1.82569
C 2.49246 4.35002 -2.22137
O 3.55302 4.58170 -1.36903
H 1.02386 2.67164 -2.46160
H 1.37586 3.06531 -0.83771
H 2.58049 2.23524 -1.75534
H 1.77501 5.16874 -2.16593
H 2.84550 4.19739 -3.24125
H 4.16552 5.24362 -1.69812
C 3.09976 3.19367 2.31718
C 2.49326 3.66574 0.99811
O 3.12574 3.02363 -0.06095
H 4.16038 3.43472 2.38837
H 2.97701 2.13153 2.52906
H 2.58887 3.64697 3.16666
H 2.52597 4.75253 0.92129
H 1.44356 3.37211 1.00325
H 3.13225 3.62709 -0.80754
C -1.10726 1.28896 4.84126
C -2.22300 2.21484 5.43952
O -2.12062 2.34179 6.85283
H -0.08991 1.57414 5.10911
H -1.13648 1.29588 3.75168
H -1.27161 0.25769 5.15362
H -3.17564 1.74156 5.20164
H -2.23498 3.18383 4.94051
H -1.86634 3.24160 7.07025
C 1.41033 -0.21981 -0.20567
C 1.88683 1.09224 0.43096
O 3.30983 1.19332 0.37782
H 1.73735 -0.26304 -1.24456
H 0.33002 -0.36465 -0.19772
H 1.80991 -1.13063 0.24025
H 1.53771 1.15977 1.46134
H 1.38952 1.91905 -0.07616
H 3.52267 2.12275 0.48949
```

Summary:
Highest occupied orbital energy (eV): -7.6
2S+1: 1

Löwdin population analysis, charges in e, atoms 1 to 99: -0.073, -0.253, -0.210, -0.215, -0.075, 0.082, 0.104, 0.095, 0.096, 0.131, 0.036, 0.140, 0.016, 0.043, 0.136, -0.070, -0.222, -0.270, -0.187, -0.068, 0.056, 0.148, 0.091, 0.152, 0.003, 0.151, 0.028, 0.101, 0.124, 0.025, -0.099, -0.202, -0.111, -0.296, -0.071, 0.060, 0.049, 0.091, -0.006, 0.119, 0.114, 0.112, 0.072, 0.070, 0.072, -0.070, -0.259, -0.225, -0.189, -0.081, 0.104, 0.066, 0.051, 0.122, 0.094, 0.117, 0.114, 0.050, 0.054, 0.120, -0.027, -0.332, -0.084, -0.355, -0.045, 0.093, 0.065, 0.097, 0.036, 0.153, 0.055, 0.142, 0.075, 0.082, 0.098, -0.119, -0.169, -0.162, -0.275, -0.060, 0.074, 0.077, -0.047, 0.128, 0.085, 0.126, 0.060, 0.081, 0.062, 0.078, -0.063, -0.192, -0.231, -0.158, -0.038, 0.006, 0.101, 0.115, 0.101



Below is an isolated molecule of C6H11N at a distorted geometry, with properties calculated with ωB97M-V/def2-TZVPD.

XYZ file:
```
18
Properties=species:S:1:pos:R:3
C 2.14282 -0.16103 0.80523
N -0.57686 0.15890 1.59748
C -0.25740 0.05788 0.24429
C 1.01392 -0.09495 -0.17667
C 1.30492 -0.62903 -1.56666
C -2.65130 0.42084 -0.39200
C -1.34658 0.44899 -0.64420
H 2.30027 -1.16790 1.20352
H 2.02686 0.49820 1.66653
H 3.06082 0.13000 0.29583
H -1.25358 0.84786 1.87033
H 0.03810 -0.21126 2.29755
H 1.41311 -1.70581 -1.49926
H 0.44853 -0.40808 -2.19623
H 2.17764 -0.13733 -1.99337
H -3.40358 0.75151 -1.08860
H -3.01344 0.09697 0.58297
H -1.05838 0.89313 -1.59294
```

Summary:
Highest occupied orbital energy (eV): -7.6
2S+1: 1
SMILES: C=CC(N)=C(C)C

List of Löwdin charges in e, atom by atom: -0.079, 0.096, -0.337, -0.298, -0.057, 0.011, -0.144, 0.084, 0.070, 0.073, 0.084, 0.079, 0.082, 0.057, 0.075, 0.049, 0.054, 0.101



Below is a structure of composition C8H22Br2CrN5O11 at a distorted geometry, with properties calculated with ωB97M-V/def2-TZVPD.

XYZ file:
```
49
Properties=species:S:1:pos:R:3
Cr -2.22005 -0.69682 2.00185
C -0.20135 0.32176 -0.41111
O -0.84342 0.18868 0.81483
H -0.87226 0.51189 -1.25778
H 0.53178 1.13674 -0.39237
H 0.35644 -0.59620 -0.64650
Br 2.38424 -1.73799 -3.22342
C 2.05506 -3.19621 -1.95231
C 1.84580 -4.45160 -2.78442
Br 1.30151 -5.99047 -1.73926
H 1.17059 -2.94560 -1.37224
H 2.88618 -3.33289 -1.26259
H 2.74409 -4.77369 -3.29405
H 0.99884 -4.27623 -3.43855
C 1.59609 -2.35614 1.86728
N 0.51518 -2.66042 2.81383
O 0.58753 -3.60885 3.51853
O -0.47365 -1.93468 2.74339
H 2.55718 -2.30426 2.37444
H 1.39309 -1.42430 1.34732
H 1.65390 -3.15587 1.13005
C -1.37979 3.70280 -0.06275
N -1.60733 3.37316 1.36461
O -2.60205 2.72940 1.61164
O -0.83295 3.80918 2.18077
H -1.80091 4.69213 -0.22854
H -1.92972 3.00713 -0.68862
H -0.31929 3.65720 -0.28341
C -4.94347 -0.68191 -1.63428
N -4.00040 0.11764 -0.79314
O -3.61834 -0.37724 0.24725
O -3.72714 1.21188 -1.14267
H -4.57339 -0.73990 -2.65042
H -5.93195 -0.24230 -1.54811
H -4.93900 -1.65297 -1.14621
C 0.43694 1.42334 3.74825
N -0.98106 1.37703 4.15881
O -1.37324 2.22410 4.87544
O -1.69351 0.50298 3.68970
H 0.74450 0.39391 3.57432
H 1.09626 1.82883 4.50710
H 0.46549 1.99008 2.82224
C 3.17571 1.89544 -2.20256
N 3.58295 2.45051 -3.52483
O 3.37983 1.77509 -4.50423
O 4.15957 3.51527 -3.51646
H 2.12338 1.63866 -2.28945
H 3.29490 2.61212 -1.39626
H 3.82727 1.04956 -2.00510
```

Summary:
Highest occupied orbital energy (alpha / beta) (eV): -12.2 / -12.4
2S+1: 5
Charge: +1

List of Löwdin charges in e, atom by atom: 1.062, -0.241, -0.422, 0.073, 0.063, 0.048, 0.671, -0.698, -0.728, 0.624, 0.028, 0.058, 0.054, 0.043, 0.074, -0.398, 0.174, -0.048, 0.118, 0.088, 0.102, 0.057, -0.428, 0.065, 0.071, 0.113, 0.077, 0.097, 0.093, -0.402, -0.031, 0.151, 0.112, 0.116, 0.101, 0.075, -0.392, 0.186, -0.057, 0.088, 0.115, 0.090, 0.017, -0.456, 0.063, 0.079, 0.075, 0.092, 0.086



Below is an isolated molecule of C7H9N at a distorted geometry, with properties calculated with ωB97M-V/def2-TZVPD.

XYZ file:
```
17
Properties=species:S:1:pos:R:3
C -1.21188 -1.41701 -0.04045
C -1.20132 -0.08135 0.65024
C -0.54195 1.26876 0.22151
C 0.49438 1.56236 -0.81748
C 1.46580 0.45934 -0.78018
C 0.29035 -1.67842 -0.04032
C 0.16452 0.30726 1.05879
H -1.69391 -1.40684 -0.99304
H -1.91690 -2.10577 0.54249
H -2.04087 0.29747 1.21348
H -1.05460 2.17027 0.39180
H 0.96090 2.48112 -0.67977
H -0.06585 1.62271 -1.72849
H 1.88572 0.04549 -1.71349
H 0.65176 -2.57981 -0.56725
H 0.57342 0.23231 2.03263
N 0.84870 -0.46894 -0.00157
```

Summary:
Highest occupied orbital energy (eV): -6.5
2S+1: 1

List of Löwdin charges in e, atom by atom: -0.140, -0.157, -0.146, -0.183, -0.076, -0.092, -0.169, 0.093, 0.123, 0.134, 0.124, 0.086, 0.113, 0.110, 0.102, 0.145, -0.068



Below is the ion C3H8N3 with charge +1 at a distorted geometry, with properties calculated with ωB97M-V/def2-TZVPD.

XYZ file:
```
14
Properties=species:S:1:pos:R:3
C -1.24171 0.77645 0.19829
C 0.28464 -1.13055 0.24456
C 1.09439 0.18483 -0.39786
N -0.09579 0.28583 0.51758
N -2.26476 0.01451 -0.12429
N 2.31742 0.49857 0.10837
H -1.39722 1.87568 0.15513
H -0.44604 -1.82603 -0.26753
H 0.85098 -1.55275 1.20291
H 0.94232 0.51617 -1.43751
H -2.16616 -0.98482 0.17464
H 3.08338 0.76428 -0.43211
H 2.57475 0.33329 1.11334
H -3.22407 0.32486 -0.02028
```

Summary:
Highest occupied orbital energy (eV): -13.5
2S+1: 1
SMILES: N[C@H]1CN1C=[NH2+]
Charge: +1

List of Löwdin charges in e, atom by atom: -0.159, 0.017, -0.228, -0.042, 0.192, 0.097, 0.179, 0.112, 0.158, 0.169, 0.139, 0.083, 0.145, 0.140



Below is an isolated molecule of C5H11FN2 at a distorted geometry, with properties calculated with ωB97M-V/def2-TZVPD.

XYZ file:
```
19
Properties=species:S:1:pos:R:3
C 0.17721 1.42464 0.67335
C 0.25449 -0.04149 1.03458
C -0.80391 -0.89369 0.32137
C 0.29149 -1.36316 -0.67892
C 1.36561 -0.86452 0.27510
H 1.05017 1.45117 -1.15721
H -0.21276 2.52606 -1.08224
H -0.79712 1.80433 1.05818
H 1.03019 1.99245 1.11352
H 0.26379 -0.17752 2.13853
H -1.10987 -1.69157 0.98938
H -1.79021 0.48501 -0.81333
H -2.56697 -0.95589 -0.79940
H 0.25259 -0.77579 -1.60358
H 0.33744 -2.40987 -1.10349
H 1.81107 -1.63503 0.95070
N 0.10344 1.60657 -0.81269
N -2.02085 -0.31772 -0.17409
F 2.36419 -0.16400 -0.32978
```

Summary:
Highest occupied orbital energy (eV): -8.9
2S+1: 1
SMILES: NC[C@@H]1[C@H](F)C[C@@H]1N

List of Löwdin charges in e, atom by atom: -0.216, -0.216, -0.375, -0.096, -0.295, 0.067, 0.070, 0.120, 0.117, 0.144, 0.132, 0.067, 0.090, 0.104, 0.118, 0.155, -0.005, 0.019, -0.001



Summary of DFT total energy in hartree
-3421.1902; -289.9293; -7611.1842; -326.6585; -283.0608; -406.4546
(order as listed above)
Summary of relative energy (zero: lowest compared OMol25 entry of this formula, charge and spin) in eV
65.559; 1.154; 0.000; 6.326; 2.801; 0.781
(order as listed above)